{"formula": "CH6BClCuInO2", "method": "ωB97M-V with the def2-TZVPD basis set", "e_homo_ev": -8.825, "lumo_ha": -0.107, "orbital_gap_ev": 5.9012, "multiplicity": 1, "elements": ["In", "Cu", "Cl", "O", "O", "C", "B", "H", "H", "H", "H", "H", "H"], "xyz": [[0.9093, -1.8127, -0.2343], [-2.5471, 1.2091, 1.1428], [2.3344, -1.5642, 1.7713], [0.3835, 1.8718, 0.7295], [-0.4449, 1.3930, -1.4864], [-0.8419, -0.3900, 0.2408], [-0.2822, 1.0266, -0.1672], [-1.0521, -0.4507, 1.3289], [1.3326, 1.6976, 0.6298], [-1.7355, -0.6526, -0.3404], [-0.1370, 2.3081, -1.5549], [0.3333, -3.4757, -0.4197], [1.7475, -1.1605, -1.6403]]}



{"formula": "C21H29N3O4", "method": "ωB97M-V with the def2-TZVPD basis set", "e_homo_ev": -8.186, "lumo_ha": 0.031, "orbital_gap_ev": 9.0165, "multiplicity": 1, "smiles": "CCN(C[C@H]1CCCO1)C(=O)CCc1nnc(CCc2ccc(OC)cc2)o1", "de_lowest_kj_mol": 242.1, "elements": ["O", "O", "O", "O", "N", "N", "N", "C", "C", "C", "C", "C", "C", "C", "C", "C", "C", "C", "C", "C", "C", "C", "C", "C", "C", "C", "C", "C", "H", "H", "H", "H", "H", "H", "H", "H", "H", "H", "H", "H", "H", "H", "H", "H", "H", "H", "H", "H", "H", "H", "H", "H", "H", "H", "H", "H", "H"], "xyz": [[2.9333, -1.8763, 0.3149], [-0.2750, -0.7280, -2.1125], [0.3160, 2.8555, -1.5893], [-3.0252, 0.3841, 1.8658], [0.8550, -1.9375, 0.9863], [1.5802, -1.2967, 1.9311], [-1.7493, -1.3049, -0.5146], [-0.7442, -1.5767, -1.3644], [3.2739, 0.7749, -0.9289], [2.2184, 1.3318, -1.6289], [1.6652, 2.6331, 0.3103], [-2.3742, -2.2556, 0.3858], [1.6684, -2.2587, 0.0366], [1.3360, -2.9070, -1.2532], [1.3927, 2.2589, -1.0063], [-2.2269, 0.0606, -0.4219], [-3.9034, 1.4962, 1.9614], [-1.8858, 2.2035, 0.9276], [2.8007, -1.2645, 1.5147], [-0.0325, 2.4592, -2.8998], [3.9488, -0.5897, 2.1633], [-0.1823, -2.9952, -1.4129], [2.7138, 2.0618, 0.9975], [3.5306, 1.1145, 0.3905], [-3.3925, -3.1395, -0.3334], [-1.9586, 0.6755, 0.9686], [4.5990, 0.3983, 1.1726], [-3.3586, 2.5895, 1.0379], [-1.4034, 2.5801, 0.0309], [0.7371, 2.7553, -3.6199], [-2.9234, -3.7305, -1.1161], [-1.7033, 0.6343, -1.1865], [4.6826, -1.3281, 2.4946], [-1.3409, 2.5593, 1.8026], [5.2143, 1.1053, 1.7319], [5.2435, -0.1524, 0.4853], [-4.9162, 1.1804, 1.6874], [3.5553, -0.0683, 3.0350], [-0.1938, 1.3794, -2.9554], [-3.5078, 3.5839, 1.4523], [2.0373, 1.0193, -2.6437], [1.7550, -2.2910, -2.0533], [-3.9168, 1.8272, 3.0070], [1.0316, 3.3693, 0.7786], [1.7964, -3.8973, -1.3039], [-3.8617, -3.8134, 0.3785], [-3.8378, 2.5428, 0.0596], [2.8984, 2.3494, 2.0223], [-0.9580, 2.9860, -3.1293], [-3.3023, 0.0797, -0.6256], [3.9029, 0.0472, -1.4236], [-4.1672, -2.5273, -0.7891], [-0.5932, -3.6375, -0.6424], [-2.8807, -1.6761, 1.1579], [-1.0495, 0.2224, 1.3774], [-0.4134, -3.4136, -2.3946], [-1.6084, -2.8531, 0.8832]]}



{"formula": "C6H6N2O2", "method": "ωB97M-V with the def2-TZVPD basis set", "e_homo_ev": -8.828, "lumo_ha": -0.007, "orbital_gap_ev": 8.6235, "multiplicity": 1, "smiles": "O=c1cc[nH]c(=O)[nH]1.C#C", "de_lowest_kj_mol": 436.3, "elements": ["O", "O", "N", "N", "C", "C", "C", "C", "C", "C", "H", "H", "H", "H", "H", "H"], "xyz": [[1.5679, -0.0498, -0.2371], [-2.3392, -1.8077, 0.1584], [-0.5613, -0.7298, -0.6218], [-2.3917, 0.4188, 0.3045], [-1.6675, 1.6683, 0.1541], [-0.3278, 1.5738, -0.2936], [3.3751, -0.3024, 0.8312], [4.1823, -0.1379, -0.0777], [0.3426, 0.2454, -0.4115], [-1.7994, -0.6943, 0.0349], [-3.3910, 0.3057, 0.9456], [0.4039, 2.4702, -0.1955], [4.8606, -0.3670, -0.9610], [-0.3693, -1.7430, -0.4698], [2.7960, -0.3685, 1.6542], [-2.0904, 2.6212, 0.4520]]}



{"formula": "C6H27O7", "method": "ωB97M-V with the def2-TZVPD basis set", "e_homo_ev": -12.953, "lumo_ha": -0.087, "total_charge": 1, "orbital_gap_ev": 10.5794, "multiplicity": 1, "de_lowest_kj_mol": 730.6, "elements": ["O", "O", "O", "O", "O", "O", "O", "C", "C", "C", "C", "C", "C", "H", "H", "H", "H", "H", "H", "H", "H", "H", "H", "H", "H", "H", "H", "H", "H", "H", "H", "H", "H", "H", "H", "H", "H", "H", "H", "H"], "xyz": [[-35.1163, -15.5898, 14.7819], [-38.7210, -18.0368, 17.9319], [-34.4660, -17.7864, 19.2395], [-37.4234, -17.5223, 14.2015], [-37.7450, -15.0188, 17.8194], [-35.8138, -19.7974, 16.5812], [-36.3210, -17.0545, 16.7600], [-36.9030, -14.1800, 18.2922], [-38.5153, -19.1532, 18.6859], [-34.4705, -20.1402, 16.6186], [-38.2901, -18.4974, 14.6611], [-34.6598, -15.9848, 13.5234], [-35.3386, -17.4982, 20.3136], [-39.4218, -19.4442, 18.9882], [-37.1317, -16.8852, 17.2380], [-36.4724, -16.8740, 15.7300], [-39.6343, -17.8875, 17.9523], [-37.8391, -18.9055, 19.3952], [-39.1767, -18.0138, 14.9652], [-34.7653, -16.9401, 21.0231], [-36.0998, -17.8806, 16.7283], [-34.1894, -20.8390, 17.4821], [-35.4493, -15.8648, 12.6554], [-36.4504, -20.4055, 16.1939], [-35.9535, -14.3478, 17.9299], [-38.3591, -19.3409, 13.8935], [-38.0105, -20.0437, 18.0057], [-33.9557, -18.5517, 19.2478], [-36.1918, -16.9515, 20.1349], [-34.2568, -20.6684, 15.7567], [-38.5545, -14.3209, 17.6379], [-35.3622, -18.5494, 20.8202], [-36.8229, -14.2039, 19.3647], [-33.7895, -15.5188, 13.2896], [-37.1607, -13.1375, 18.0027], [-34.5062, -15.0995, 15.1096], [-33.7742, -19.2197, 16.5349], [-34.5010, -17.0520, 13.7846], [-37.8013, -19.0713, 15.4210], [-37.9274, -16.9947, 13.6958]]}



{"formula": "C2H7NO2", "method": "ωB97M-V with the def2-TZVPD basis set", "e_homo_ev": -9.553, "lumo_ha": 0.022, "orbital_gap_ev": 10.1417, "multiplicity": 1, "smiles": "CNC=O.O", "de_lowest_kj_mol": 201.5, "elements": ["O", "O", "N", "C", "C", "H", "H", "H", "H", "H", "H", "H"], "xyz": [[0.0063, -0.7442, 3.4215], [1.3209, 0.9082, -2.9478], [-0.4956, -0.8775, 1.2940], [-0.5215, -0.3291, -0.0293], [-0.0049, -0.1111, 2.3343], [0.1767, 0.8893, 2.0613], [0.4176, -0.2028, -0.6123], [-1.1628, 0.5737, 0.0702], [0.4396, 1.0105, -2.6459], [1.5864, 1.5801, -3.5052], [-0.8403, -1.7666, 1.4736], [-0.9225, -0.9304, -0.9145]]}



{"formula": "CH5N2O2", "method": "ωB97M-V with the def2-TZVPD basis set", "e_homo_ev": -14.595, "lumo_ha": -0.137, "total_charge": 1, "orbital_gap_ev": 10.8764, "multiplicity": 1, "de_lowest_kj_mol": 323.7, "elements": ["O", "O", "N", "N", "C", "H", "H", "H", "H", "H"], "xyz": [[2.1354, -0.3275, -0.1139], [1.0729, 0.5558, 0.3060], [-1.2534, 1.0752, -0.0708], [-1.3262, -1.3259, 0.2234], [-1.1856, -0.1624, 0.1630], [-1.2793, -2.0853, 0.8721], [-2.1018, 1.6132, 0.0736], [2.6185, 0.1802, -0.8077], [-0.3467, 1.5684, -0.1242], [1.6661, -1.0918, -0.5215]]}



{"formula": "C4H9N2", "method": "ωB97M-V with the def2-TZVPD basis set", "e_homo_ev": -14.422, "lumo_ha": -0.125, "total_charge": 1, "orbital_gap_ev": 11.0155, "multiplicity": 1, "de_lowest_kj_mol": 344.5, "elements": ["N", "N", "C", "C", "C", "C", "H", "H", "H", "H", "H", "H", "H", "H", "H"], "xyz": [[0.6233, -0.5601, -0.5258], [-0.6100, 0.4675, 0.7616], [-1.5064, 1.1688, 1.5636], [-0.1419, -0.7405, 0.5315], [0.3054, 0.8406, -0.6104], [1.2197, -1.5072, -1.4545], [-2.3575, 1.3292, 1.0371], [0.8611, -2.4750, -1.5278], [-1.7688, 0.6177, 2.4565], [-0.1278, 1.2170, -1.5005], [-1.1454, 1.9693, 2.1891], [-0.5062, -1.5980, 1.1764], [2.2910, -1.5557, -1.0532], [1.1967, -1.1353, -2.5675], [1.1552, 1.3920, -0.4581]]}